Entry 1:
{
  "formula": "C33H46BrClNO12P3S2",
  "method": "the ωB97M-V functional and the def2-TZVPD basis",
  "species": ["C", "C", "O", "C", "C", "O", "C", "C", "C", "C", "C", "S", "C", "C", "O", "N", "O", "C", "P", "O", "Cl", "C", "C", "C", "O", "C", "C", "C", "C", "C", "C", "O", "C", "C", "C", "C", "S", "C", "P", "P", "O", "O", "O", "C", "Br", "C", "C", "O", "H", "H", "H", "H", "H", "H", "H", "H", "H", "H", "H", "H", "H", "H", "H", "H", "H", "H", "H", "H", "H", "H", "H", "H", "H", "H", "H", "H", "H", "H", "H", "H", "H", "H", "H", "H", "H", "H", "C", "C", "C", "O", "C", "H", "H", "H", "H", "H", "H", "H", "H"],
  "xyz": [[-2.19132, -0.39750, 4.82108], [-3.24346, -1.04073, 3.71373], [-3.48137, 0.04021, 2.71521], [-3.88092, -0.57063, 1.40396], [-3.68613, 0.63395, 0.26329], [-2.76901, 0.24555, -0.83237], [-1.84131, 1.36985, -1.16286], [-2.32766, 2.73665, -1.98953], [-3.91918, 2.78280, -2.49137], [-3.94921, 1.83873, -3.87102], [-4.54184, 0.32716, -3.60550], [-3.23762, -1.03768, -3.85835], [-1.33186, 3.99502, -2.36356], [-1.92327, 5.28612, -3.22862], [-2.23411, 4.72634, -4.58605], [-1.10017, 4.47107, -5.26379], [-1.03084, 3.30665, -5.62730], [0.26250, 3.94988, -1.91448], [1.52208, 5.38491, -2.30094], [0.77199, 6.88634, -1.71838], [1.89627, 5.54153, -4.38846], [0.75071, 2.60012, -1.10590], [-0.25943, 1.32257, -0.72473], [0.45677, 0.03321, 0.06472], [-0.10610, -0.60269, 1.09813], [1.97176, -0.35907, -0.52645], [2.47211, -1.90234, -0.76603], [1.43423, -3.10867, -0.36872], [1.83707, -3.87076, 1.06317], [1.22506, -5.41152, 0.97806], [2.31955, -6.50400, 0.36333], [2.03747, -7.78821, 1.06271], [3.98224, -2.10698, -1.40806], [4.44211, -3.67803, -1.67838], [4.25128, -4.07708, -3.27838], [3.02271, -3.23173, -4.01072], [2.50487, -4.01619, -5.64524], [4.99140, -0.83590, -1.81203], [6.68350, -1.25964, -2.59672], [8.32012, -0.07922, -1.72783], [8.68685, 1.13596, -2.72110], [7.94885, 0.56416, -0.15179], [9.73475, -1.13635, -1.75172], [4.49294, 0.71955, -1.56021], [5.61590, 2.35329, -2.03380], [2.98130, 0.91586, -0.91780], [2.35561, 2.44571, -0.65982], [3.07087, 3.43332, -0.10736], [-1.29078, -1.13301, 4.97015], [-1.80763, 0.64335, 4.41276], [-2.81379, -0.22575, 5.81648], [-4.29704, -1.29494, 4.20333], [-2.78261, -2.01228, 3.21365], [-3.23634, -1.51038, 1.12717], [-5.03140, -0.85356, 1.54959], [-3.34992, 1.60472, 0.84593], [-4.79087, 0.84075, -0.13844], [-4.66581, 2.36277, -1.69431], [-4.28075, 3.86444, -2.76909], [-2.81791, 1.68589, -4.22023], [-4.48192, 2.38568, -4.77345], [-5.34738, 0.13430, -4.45775], [-4.97433, 0.23964, -2.52157], [-3.23450, -1.71203, -2.60105], [-2.97380, 5.63434, -2.80078], [-1.14925, 6.16256, -3.32980], [0.93300, 7.63004, -2.38067], [1.53362, -3.94077, -1.19851], [0.29174, -2.78426, -0.35879], [1.38230, -3.30406, 2.00722], [3.02145, -3.89827, 1.17190], [0.82704, -5.77827, 2.01549], [0.31952, -5.40129, 0.23358], [3.41186, -6.12566, 0.55508], [2.15317, -6.62920, -0.78912], [2.67974, -8.49041, 0.73066], [5.53943, -3.84482, -1.28453], [3.76867, -4.46225, -1.08393], [4.01489, -5.23066, -3.30746], [5.29311, -3.92042, -3.79439], [2.10197, -3.18364, -3.27091], [3.42758, -2.12320, -4.14683], [1.27683, -3.40288, -5.97379], [7.06076, -2.64499, -2.28283], [8.74649, 0.33172, 0.41268], [9.66042, -1.57959, -2.66883], [-3.92602, 3.15915, 8.13288], [-4.69776, 3.73748, 6.97500], [-4.93515, 2.51768, 6.11164], [-5.01502, 1.39120, 6.99582], [-4.57199, 1.80083, 8.29704], [-3.97408, 3.76646, 9.04026], [-2.87214, 3.04065, 7.85428], [-5.65548, 4.13611, 7.32991], [-4.16880, 4.53618, 6.44889], [-4.09785, 2.34631, 5.42687], [-5.85574, 2.59167, 5.52554], [-5.45188, 1.85617, 8.94724], [-3.88369, 1.05496, 8.70400]],
  "mulliken_charge": [-0.7294, -0.2269, -0.2536, -0.5749, -0.1891, -0.2163, -0.0072, 0.2036, -0.6513, -0.5107, -0.3520, -0.2377, 0.1924, -0.7077, -0.1221, 0.1796, -0.2743, 0.3180, 0.3474, -0.5343, -0.2384, 0.0833, 0.3110, 0.2678, -0.4788, -0.0527, 0.0164, -0.6496, -0.2939, -0.5730, -0.2097, -0.5404, -0.0223, 0.0398, -0.7314, -0.1966, -0.2510, 0.6787, 0.0300, 0.7745, -0.5639, -0.4347, -0.5047, -0.5222, -0.0654, 0.2948, -0.2994, -0.4662, 0.2971, 0.2101, 0.1256, 0.2776, 0.2387, 0.2804, 0.2539, 0.2910, 0.1414, 0.3953, 0.1933, 0.2058, 0.3560, 0.3397, 0.1345, 0.1128, 0.3038, 0.2253, 0.3324, 0.2726, 0.3755, 0.2671, 0.2269, 0.3480, 0.2497, 0.2249, 0.1935, 0.3150, 0.3812, -0.6119, 0.4275, 0.3139, 0.1002, 0.2683, 0.1564, 0.0603, 0.3131, 0.3378, -0.5207, -0.5256, -0.2883, -0.4048, -0.3907, 0.3319, 0.2594, 0.2616, 0.3229, 0.1416, 0.2818, 0.2773, 0.2635],
  "fmax_ev_per_a": 8.59,
  "total_charge": 0,
  "energy_ev": -193099.5060,
  "lumo_energy_ev": -1.858,
  "e_homo_ev": -8.79,
  "gap_ev": 6.93
}

Entry 2:
{
  "formula": "H18O9",
  "method": "the ωB97M-V functional and the def2-TZVPD basis",
  "species": ["O", "H", "H", "O", "H", "H", "O", "H", "H", "O", "H", "H", "O", "H", "H", "O", "H", "H", "O", "H", "H", "O", "H", "H", "O", "H", "H"],
  "xyz": [[-2.14939, -1.56916, 2.13283], [-1.40455, -1.27133, 2.65507], [-1.82141, -1.58405, 1.23369], [0.09714, -3.19027, -0.32596], [0.50658, -3.51475, -1.12802], [-0.35600, -2.39095, -0.59424], [-1.95088, -1.28490, -0.84648], [-2.51286, -1.97734, -1.19424], [-2.55942, -0.60775, -0.55085], [2.19796, 0.94573, 2.82112], [1.62808, 0.17985, 2.89111], [3.07441, 0.58204, 2.69548], [0.08972, 3.51516, 0.63058], [0.10540, 2.65825, 0.20436], [-0.55371, 4.01924, 0.13245], [1.07808, 2.23702, -2.22621], [1.26275, 3.17514, -2.18069], [1.84954, 1.82159, -1.84088], [-0.69867, 1.03851, -3.75875], [-0.05294, 0.94927, -4.45968], [-0.18168, 1.25176, -2.98191], [0.01680, 0.64465, 0.15166], [-0.38601, 0.05109, -0.48210], [0.71881, 0.13004, 0.54990], [0.64988, -1.55124, 2.09403], [0.24104, -2.24840, 1.58115], [1.11133, -2.00920, 2.79657]],
  "mulliken_charge": [-0.5980, 0.3956, 0.3781, -0.6373, 0.3114, 0.2730, -0.6114, 0.2443, 0.3010, -0.5985, 0.3225, 0.3291, -0.2991, 0.4037, 0.4059, -0.6251, 0.3317, 0.3355, -0.4931, 0.3584, 0.4359, -0.5962, 0.3187, 0.3156, -0.5524, 0.2696, 0.2812],
  "fmax_ev_per_a": 1.72,
  "spin_multiplicity": 2,
  "total_charge": 1,
  "energy_ev": -18708.8847,
  "lumo_energy_ev": [-3.263, -11.236],
  "relative_energy_kcal_mol": 25.9,
  "e_homo_ev": [-14.49, -13.77],
  "gap_ev": [11.23, 2.54]
}